A single C20H25N3O7S molecule. Source: the OMol25 dataset; level of theory: ωB97M-V/def2-TZVPD.

Properties
Energy relative to the best compared isomer or geometry (same formula, charge and spin), eV: 0.6249
HOMO, eV: -8.9
LUMO energy, eV: -0.21
Orbital gap, eV: 8.7
DFT total energy, Ha: -1866.274454
Structure (SMILES): COCCNC(=O)c1c[nH]c2ccc(S(=O)(=O)N3CCC4(CC3)OCCO4)cc2c1=O

Positions of all 56 atoms, in Å:
C  -7.136  -1.085  -0.143
O  -6.236  -1.274  -1.213
C  -6.118  -0.184  -2.086
C  -5.467  1.065  -1.458
N  -4.187  0.756  -0.880
C  -4.028  0.579  0.440
O  -4.890  0.826  1.273
C  -2.680  0.078  0.859
C  -2.495  -0.084  2.197
N  -1.347  -0.529  2.740
C  -0.277  -0.878  1.959
C  0.911  -1.337  2.538
C  1.982  -1.660  1.737
C  1.870  -1.545  0.356
C  0.703  -1.128  -0.229
C  -0.391  -0.770  0.563
C  -1.612  -0.244  -0.073
O  -1.669  -0.079  -1.290
H  0.613  -1.084  -1.304
S  3.307  -1.888  -0.664
O  4.221  -2.652  0.131
O  2.871  -2.408  -1.925
N  4.033  -0.429  -0.960
C  3.557  0.392  -2.041
C  2.545  1.456  -1.595
H  2.537  2.271  -2.321
H  1.542  1.033  -1.541
C  2.901  2.045  -0.208
C  4.358  1.751  0.148
C  4.619  0.247  0.180
H  5.698  0.057  0.193
H  4.187  -0.180  1.088
H  4.984  2.246  -0.593
H  4.571  2.183  1.125
O  2.049  1.528  0.803
C  0.932  2.386  0.907
H  0.043  1.923  0.464
C  1.345  3.659  0.138
H  1.282  4.566  0.740
O  2.700  3.442  -0.179
H  0.746  3.780  -0.772
H  0.750  2.574  1.968
H  4.422  0.872  -2.510
H  3.109  -0.290  -2.764
H  2.907  -2.027  2.151
H  0.979  -1.427  3.612
H  -1.263  -0.622  3.743
H  -3.307  0.161  2.869
H  -3.430  0.452  -1.488
H  -5.348  1.825  -2.234
H  -6.098  1.461  -0.658
H  -5.491  -0.548  -2.904
H  -7.104  0.102  -2.487
H  -7.268  -2.064  0.315
H  -8.105  -0.721  -0.505
H  -6.741  -0.390  0.604


4 unconnected molecules or ions with the total composition C20H25N4O8P2S. Source: the OMol25 dataset; level of theory: ωB97M-V/def2-TZVPD.

Properties
Energy relative to the best compared isomer or geometry (same formula, charge and spin), eV: 0.0000
HOMO, eV: -4.1
LUMO energy, eV: 1.11
Orbital gap, eV: 5.3
Net charge: -1
DFT total energy, Ha: -2678.736559

Positions of all 60 atoms, in Å:
N  -3.225  -1.014  3.447
C  -3.502  0.190  2.679
C  -4.965  0.222  2.228
O  -5.347  1.560  2.135
P  -4.398  2.661  3.014
P  -3.053  3.064  1.068
S  -3.673  3.063  -0.836
O  -3.293  1.361  3.405
H  -2.217  -1.133  3.475
H  -3.499  -0.834  4.410
H  -2.831  0.171  1.807
H  -5.578  -0.311  2.967
H  -5.081  -0.276  1.263
H  -5.123  2.496  4.230
H  -5.219  3.708  2.502
H  -3.448  3.563  3.590
H  -2.439  4.305  1.381
H  -1.876  2.274  1.181
C  -0.959  0.789  -4.025
C  -1.166  1.264  -2.737
C  -0.308  0.883  -1.713
C  0.739  0.032  -2.020
C  0.968  -0.449  -3.299
C  0.104  -0.061  -4.307
N  1.677  -0.369  -0.957
O  1.489  0.051  0.171
O  2.607  -1.098  -1.257
H  -1.628  1.097  -4.819
H  -1.989  1.927  -2.496
H  -0.456  1.240  -0.703
H  1.808  -1.101  -3.483
H  0.276  -0.418  -5.314
C  5.837  1.815  -1.370
C  6.349  1.903  -2.659
C  5.503  2.142  -3.731
C  4.153  2.289  -3.472
C  3.618  2.214  -2.200
C  4.477  1.970  -1.140
N  3.232  2.530  -4.605
O  3.710  2.581  -5.724
O  2.053  2.640  -4.346
H  6.503  1.622  -0.539
H  7.410  1.783  -2.832
H  5.862  2.211  -4.747
H  2.555  2.348  -2.064
H  4.076  1.892  -0.138
C  1.302  -2.877  1.874
C  -0.014  -2.510  2.115
C  -0.961  -3.466  2.456
C  -0.553  -4.785  2.533
C  0.754  -5.180  2.301
C  1.686  -4.209  1.971
N  -1.545  -5.822  2.887
O  -2.691  -5.470  3.071
O  -1.154  -6.973  2.968
H  2.022  -2.117  1.599
H  -0.307  -1.472  2.023
H  -1.995  -3.192  2.620
H  1.015  -6.225  2.381
H  2.712  -4.496  1.778


2 unconnected molecules or ions with the total composition C20H25NO3. Source: the OMol25 dataset; level of theory: ωB97M-V/def2-TZVPD.

Properties
Energy relative to the best compared isomer or geometry (same formula, charge and spin), eV: 5.7786
HOMO, eV: -5.5
LUMO energy, eV: -1.12
Orbital gap, eV: 4.4
DFT total energy, Ha: -1057.461354

Positions of all 49 atoms, in Å:
C  -1.917  5.359  0.193
O  -2.727  4.273  0.694
C  -2.103  3.198  1.241
C  -2.927  2.140  1.702
C  -2.360  1.023  2.271
C  -0.946  0.923  2.422
C  -0.409  -0.222  3.116
N  0.629  -0.159  3.940
C  1.188  -1.366  4.560
C  1.119  1.104  4.493
C  -0.132  1.970  1.927
C  -0.690  3.109  1.383
H  -2.642  6.075  -0.188
H  -1.321  5.813  0.996
H  -1.252  5.029  -0.615
H  -4.005  2.237  1.599
H  -2.981  0.205  2.633
H  -1.016  -1.130  3.149
H  2.049  -1.056  5.155
H  0.447  -1.851  5.216
H  1.506  -2.088  3.795
H  1.549  0.882  5.474
H  1.905  1.533  3.860
H  0.301  1.827  4.595
H  0.958  1.890  1.976
H  -0.052  3.935  1.060
C  3.787  -2.394  0.279
C  2.406  -2.666  -0.243
O  1.476  -2.430  0.829
C  0.208  -2.607  0.341
C  -0.788  -2.617  1.374
C  -2.125  -2.933  1.093
C  -2.628  -3.007  -0.250
C  -3.918  -3.437  -0.515
C  -4.780  -3.771  0.541
C  -4.329  -3.700  1.868
C  -3.035  -3.277  2.150
O  0.053  -2.759  -0.880
H  4.516  -2.628  -0.495
H  3.910  -1.337  0.527
H  4.034  -2.996  1.156
H  2.175  -1.993  -1.081
H  2.312  -3.716  -0.567
H  -0.414  -2.700  2.386
H  -1.936  -2.790  -1.060
H  -4.243  -3.527  -1.555
H  -5.793  -4.109  0.329
H  -4.982  -3.994  2.692
H  -2.653  -3.249  3.176


A single C20H25NO4 molecule. Source: the OMol25 dataset; level of theory: ωB97M-V/def2-TZVPD.

Properties
Energy relative to the best compared isomer or geometry (same formula, charge and spin), eV: 3.7463
HOMO, eV: -7.8
LUMO energy, eV: 0.80
Orbital gap, eV: 8.6
DFT total energy, Ha: -1132.765875
Structure (SMILES): COc1ccc(C[C@@H]2NCCc3cc(OC)c(OC)cc32)cc1OC

Positions of all 50 atoms, in Å:
C  -0.175  -7.088  1.003
O  0.178  -5.971  1.785
C  0.318  -4.731  1.229
C  0.897  -3.792  2.077
C  1.103  -2.484  1.686
C  0.740  -2.076  0.413
C  0.158  -3.005  -0.440
C  -0.069  -4.321  -0.060
O  -0.669  -5.242  -0.890
C  -1.034  -4.844  -2.186
H  -0.166  -4.523  -2.771
H  -1.471  -5.728  -2.647
H  -1.778  -4.041  -2.169
H  -0.131  -2.672  -1.423
C  0.913  -0.650  -0.020
H  1.834  -0.247  0.399
H  0.962  -0.583  -1.107
C  -0.282  0.211  0.449
N  -1.463  -0.267  -0.253
H  -1.730  -1.170  0.124
C  -2.569  0.663  -0.239
H  -3.448  0.165  -0.655
H  -2.820  1.020  0.776
C  -2.167  1.850  -1.110
C  -0.906  2.451  -0.563
C  -0.618  3.793  -0.774
C  0.516  4.403  -0.260
C  1.382  3.633  0.538
C  1.082  2.292  0.740
C  -0.030  1.676  0.186
H  1.763  1.739  1.368
O  2.529  4.042  1.157
C  2.882  5.404  1.218
H  3.771  5.439  1.848
H  2.092  6.007  1.671
H  3.120  5.808  0.231
O  0.827  5.725  -0.486
C  -0.050  6.499  -1.263
H  -1.042  6.571  -0.805
H  0.398  7.491  -1.304
H  -0.146  6.105  -2.281
H  -1.313  4.368  -1.366
H  -1.992  1.490  -2.128
H  -2.964  2.595  -1.143
H  -0.382  0.086  1.547
H  1.554  -1.784  2.373
H  1.181  -4.128  3.062
H  -0.088  -7.943  1.674
H  0.504  -7.220  0.157
H  -1.200  -7.019  0.633